Record 1
The following is a quantum chemistry calculation of a cluster of 9 separate species, C36H72O18 in total at a distorted geometry, from the OMol25 dataset.

Element x y z (Å)
O  -6.70878  -1.85117  0.05092
C  -5.61602  -1.32343  0.09657
O  -4.90988  -0.80591  -0.94571
C  -5.30488  -0.98881  -2.28968
C  -6.48839  -0.05933  -2.68981
C  -4.90699  -1.10035  1.47713
H  -5.52381  -2.02167  -2.56054
H  -4.40911  -0.65932  -2.81611
H  -6.69985  -0.15978  -3.75437
H  -6.30247  0.97600  -2.40408
H  -7.33195  -0.41776  -2.09988
H  -5.35811  -0.24071  1.97272
H  -3.85025  -0.83743  1.42926
H  -5.14226  -2.00561  2.03684
O  -4.85681  -4.32949  3.56681
C  -3.72093  -4.13160  3.08710
O  -3.12172  -4.67909  2.02242
C  -3.73300  -5.83345  1.43932
C  -2.93128  -6.15020  0.18319
C  -2.80107  -3.10782  3.81383
H  -4.77845  -5.67796  1.17292
H  -3.80029  -6.72733  2.05943
H  -3.43157  -7.03581  -0.20862
H  -1.87586  -6.24490  0.43857
H  -2.94420  -5.40429  -0.61151
H  -2.82550  -2.14449  3.30441
H  -1.77955  -3.48311  3.87501
H  -3.10135  -2.84634  4.82850
O  0.88901  -0.65206  1.85911
C  0.26500  -0.13338  0.93856
O  0.65921  0.81798  0.07943
C  1.91769  1.44878  0.27176
C  3.05083  0.76612  -0.47912
C  -1.14792  -0.62529  0.64927
H  2.07008  1.38892  1.34939
H  1.80467  2.51500  0.07555
H  3.24131  -0.29400  -0.31188
H  4.02344  1.24976  -0.38845
H  2.84859  0.93735  -1.53642
H  -1.18497  -1.31126  -0.19700
H  -1.80492  0.23813  0.54452
H  -1.51181  -1.12704  1.54589
O  3.81416  3.11715  -4.13332
C  2.84257  3.44916  -3.41716
O  2.96105  4.00407  -2.21093
C  4.28273  4.02869  -1.57400
C  4.76900  5.47310  -1.19870
C  1.42909  3.43536  -3.90499
H  5.08400  3.53931  -2.12771
H  4.17353  3.44232  -0.66168
H  4.68636  6.09782  -2.08809
H  5.80975  5.47428  -0.87476
H  4.13780  5.92248  -0.43205
H  1.09368  2.51588  -4.38473
H  1.36947  4.25894  -4.61651
H  0.72224  3.59790  -3.09132
O  0.98979  4.41457  1.80439
C  0.03197  3.92102  2.42955
O  -1.30417  3.98701  2.14568
C  -1.79421  4.65215  0.98000
C  -1.92769  6.09317  1.34556
C  0.34663  2.97735  3.57833
H  -2.73139  4.23161  0.61542
H  -1.08778  4.47848  0.16827
H  -2.72975  6.32195  2.04731
H  -2.22087  6.59796  0.42504
H  -1.00893  6.52753  1.73964
H  1.19105  3.39815  4.12419
H  0.61282  2.01400  3.14337
H  -0.51375  2.78318  4.21877
O  4.39401  -1.80671  -2.95081
C  4.15693  -0.70413  -3.42414
O  2.94265  -0.20815  -3.71510
C  1.83312  -1.11921  -3.70948
C  0.63196  -0.26176  -3.57537
C  5.16822  0.40636  -3.29447
H  1.92003  -1.80008  -2.86274
H  1.70864  -1.74708  -4.59174
H  0.75090  0.49348  -2.79847
H  -0.16198  -0.93625  -3.25474
H  0.35738  0.23674  -4.50500
H  5.48244  0.86576  -4.23164
H  6.05807  -0.05848  -2.86998
H  4.74440  1.21588  -2.70021
O  0.57440  1.34906  5.99958
C  1.53681  0.91193  6.61243
O  2.70142  0.47062  6.12262
C  2.98944  0.51143  4.73229
C  4.46661  0.19199  4.34792
C  1.44009  0.59810  8.08240
H  2.60484  1.41708  4.26327
H  2.32849  -0.20495  4.24439
H  5.04210  1.02595  4.74971
H  4.50713  0.10871  3.26187
H  4.86864  -0.71488  4.79964
H  2.30748  1.02079  8.58942
H  1.51087  -0.47822  8.23930
H  0.49876  0.85808  8.56655
O  2.46374  -5.55409  -1.18181
C  1.72498  -5.13485  -0.34009
O  1.49308  -5.61859  0.81283
C  2.06541  -6.80575  1.26271
C  1.96749  -6.78884  2.76505
C  0.94816  -3.84137  -0.47465
H  3.12412  -6.92051  1.03019
H  1.50888  -7.63671  0.82925
H  0.92810  -6.60944  3.03998
H  2.60357  -6.01985  3.20341
H  2.24081  -7.78162  3.12254
H  1.29040  -2.96420  0.07448
H  -0.04848  -3.94536  -0.04572
H  0.89449  -3.67064  -1.54986
O  -3.30197  1.19499  -4.19865
C  -2.44717  1.76601  -3.57326
O  -1.64408  2.75101  -3.97759
C  -1.71261  3.27434  -5.28940
C  -1.18987  2.40193  -6.33976
C  -2.26961  1.37026  -2.13988
H  -1.11120  4.17990  -5.20956
H  -2.72217  3.61492  -5.51939
H  -1.59427  2.78435  -7.27694
H  -1.54782  1.38798  -6.16116
H  -0.10351  2.36803  -6.42198
H  -3.17761  1.76354  -1.68274
H  -1.34414  1.82345  -1.78458
H  -2.29758  0.28661  -2.02573

The largest force on an atom comes out at 3.9 eV/Å. For the energy above the lowest of the compared OMol25 structures with the same formula, charge and spin, the calculation gives 51.6 kcal per mole. The total energy is -2769.24273 Ha.

***

Record 2
The following is a quantum chemistry calculation of a cluster of 10 separate species, C36H72O18 in total at a distorted geometry, from the OMol25 dataset.

Element x y z (Å)
C  -5.08165  15.36500  13.31168
C  -5.51166  14.11530  14.10254
C  -4.25244  13.42857  14.68571
O  -3.13425  13.98208  13.88427
C  -3.54845  15.33705  13.41559
H  -5.31963  16.27200  13.86738
H  -5.46215  15.35404  12.29031
H  -6.09399  13.38664  13.53858
H  -6.13926  14.51137  14.90088
H  -4.29225  12.33957  14.66149
H  -4.13476  13.64538  15.74743
H  -2.92650  15.51726  12.53877
H  -3.17725  16.16340  14.02176
C  -8.78615  15.60026  5.82130
C  -9.18026  15.57772  7.27814
C  -10.62956  16.09688  7.27493
O  -10.58995  17.09076  6.20322
C  -9.45032  16.86165  5.32665
H  -9.07845  14.67388  5.32686
H  -7.71411  15.59401  5.62436
H  -8.74309  16.20168  8.05766
H  -9.01482  14.56161  7.63625
H  -10.93724  16.57927  8.20269
H  -11.31270  15.27566  7.05809
H  -8.70326  17.64728  5.43974
H  -9.87899  16.78236  4.32763
C  -3.76472  14.20172  8.06428
C  -3.49839  14.05981  9.48377
C  -4.74484  13.28276  9.94684
O  -5.83613  13.60896  9.11923
C  -5.26402  13.88826  7.84824
H  -3.29341  13.44318  7.43932
H  -3.52329  15.23445  7.81273
H  -3.27820  15.05036  9.88180
H  -2.57360  13.50391  9.63815
H  -5.07354  13.62078  10.92958
H  -4.69501  12.19401  9.93196
H  -5.82683  14.78054  7.57404
H  -5.46919  13.04749  7.18559
C  -5.30610  19.07586  5.17322
C  -3.97874  19.54885  5.69763
C  -3.74405  18.78503  6.96870
O  -4.69658  17.69956  6.96412
C  -5.44258  17.66311  5.73753
H  -5.37509  19.02332  4.08668
H  -6.17480  19.61993  5.54395
H  -4.00914  20.63745  5.74378
H  -3.15769  19.52901  4.98099
H  -3.77734  19.43109  7.84597
H  -2.72612  18.39741  6.92809
H  -6.46612  17.28966  5.76921
H  -4.99591  17.01587  4.98277
C  -7.73360  9.45681  7.07002
C  -8.22705  8.79596  5.79394
C  -7.35534  9.34499  4.67263
O  -7.32674  10.72941  5.10086
C  -7.78397  10.81563  6.51139
H  -6.70778  9.25999  7.38157
H  -8.39122  9.36881  7.93483
H  -9.26130  9.09049  5.61601
H  -8.30269  7.70915  5.82882
H  -7.67102  9.27132  3.63195
H  -6.38103  8.86266  4.75126
H  -8.80243  11.20376  6.49771
H  -7.26210  11.59996  7.05964
C  -4.35953  9.40925  10.64176
C  -3.73883  10.27246  11.59789
C  -4.78681  10.77428  12.56296
O  -5.95701  10.19597  12.04895
C  -5.60887  9.00622  11.31082
H  -3.69356  8.62837  10.27458
H  -4.80235  9.80879  9.72942
H  -3.24235  11.10364  11.09714
H  -2.98333  9.69717  12.13302
H  -4.96196  11.84962  12.53046
H  -4.61665  10.32334  13.54061
H  -6.31811  8.56570  10.61009
H  -5.46300  8.10918  11.91261
C  0.28886  16.61121  11.08577
O  0.54917  17.99544  10.78874
C  1.76932  18.44001  11.12316
O  2.65217  17.69938  11.46650
O  1.91529  19.71429  10.72790
C  3.04895  20.51648  10.97247
H  0.47265  16.45857  12.14926
H  0.90237  15.87803  10.56217
H  -0.71804  16.24069  10.89354
H  3.68609  20.68585  10.10444
H  3.63433  20.07519  11.77913
H  2.72828  21.54400  11.14409
C  -8.82355  12.07155  9.48020
O  -10.11732  12.46493  9.87438
C  -11.03860  12.68277  9.03918
O  -10.90165  12.41966  7.84304
O  -12.11745  13.06419  9.62044
C  -13.22358  13.43234  8.82807
H  -8.16702  12.83817  9.06867
H  -8.92008  11.30668  8.70964
H  -8.19318  11.82633  10.33495
H  -12.95137  13.54097  7.77821
H  -13.65189  14.36075  9.20583
H  -13.99326  12.66065  8.84150
C  -3.96080  10.65252  6.25652
O  -3.35263  10.76829  7.54110
C  -2.28790  9.97415  7.83623
O  -1.70162  9.19387  7.05123
O  -2.01823  10.12804  9.13721
C  -0.98721  9.25359  9.64365
H  -4.88870  11.22345  6.22277
H  -4.21742  9.60411  6.10458
H  -3.31387  10.94809  5.43056
H  0.02612  9.59450  9.43145
H  -1.04998  8.21325  9.32452
H  -0.80093  9.24532  10.71758
C  3.75314  14.46056  9.54512
O  2.84681  14.21766  8.47326
C  1.72661  13.51693  8.72829
O  1.50044  12.84020  9.70638
O  0.86171  13.66662  7.59771
C  -0.42284  13.09964  7.62307
H  3.34497  14.36704  10.55148
H  4.05687  15.50545  9.60867
H  4.69218  13.96428  9.30015
H  -0.46704  12.11893  8.09672
H  -0.62939  12.92214  6.56764
H  -1.21430  13.70767  8.06124

The largest force on an atom comes out at 4.4 eV/Å. For the energy above the lowest of the compared OMol25 structures with the same formula, charge and spin, the calculation gives 151.9 kcal per mole. The total energy is -2768.61462 Ha. Its net charge is +1. As for the spin multiplicity: 2.

***

Record 3
The following is a quantum chemistry calculation of a cluster of 12 separate species, C36H72O20 in total at a distorted geometry, from the OMol25 dataset.

Element x y z (Å)
C  0.63329  -1.80713  0.65144
O  1.18469  -0.55842  0.28164
C  0.39371  0.49368  0.14994
O  -0.74604  0.56578  0.54243
O  1.06138  1.41764  -0.49092
C  0.48769  2.65494  -0.86393
H  0.40844  -1.81984  1.72369
H  1.27241  -2.66430  0.47718
H  -0.33279  -1.92297  0.15938
H  1.25661  3.37819  -1.09302
H  -0.27899  2.96539  -0.15246
H  -0.07749  2.50800  -1.78971
C  -1.91750  -3.52969  7.13607
O  -1.76824  -2.20372  6.68912
C  -1.51173  -1.98225  5.41769
O  -1.08999  -2.79570  4.63175
O  -1.68786  -0.70389  5.16544
C  -1.45991  -0.21124  3.84823
H  -2.11245  -3.49704  8.20427
H  -1.09681  -4.20367  6.89033
H  -2.80946  -3.98304  6.68562
H  -1.18188  -0.99006  3.14077
H  -0.58448  0.44034  3.84915
H  -2.31716  0.34872  3.49233
C  5.55707  0.10801  -5.88444
O  4.72524  1.05009  -5.24943
C  4.97975  1.32996  -4.00385
O  5.92356  0.89068  -3.37034
O  4.10263  2.15993  -3.49239
C  4.02016  2.21668  -2.06441
H  5.08143  -0.39508  -6.71871
H  5.86118  -0.62387  -5.13683
H  6.51168  0.47701  -6.27036
H  5.00070  2.41451  -1.63133
H  3.77791  1.22976  -1.67771
H  3.30719  2.99099  -1.83448
C  -1.59893  6.83553  -1.05814
O  -2.51664  5.83754  -0.59669
C  -2.69932  4.81478  -1.40057
O  -2.14345  4.54917  -2.42108
O  -3.64958  4.04696  -0.83763
C  -3.99735  2.89794  -1.60972
H  -1.44803  7.55261  -0.25651
H  -2.10671  7.37274  -1.86211
H  -0.65641  6.38279  -1.35493
H  -4.61429  3.19764  -2.45375
H  -4.55362  2.22499  -0.95921
H  -3.10927  2.34380  -1.91356
C  -1.32596  -5.59827  2.70833
C  -1.33471  -5.40408  1.22065
O  -0.83485  -4.43459  0.70560
C  -1.92343  -6.50791  0.35828
H  -2.30336  -5.43289  3.17192
H  -0.60705  -4.94737  3.19845
H  -1.14515  -6.65238  2.93510
H  -1.79055  -7.50700  0.76977
H  -1.39155  -6.45438  -0.59092
H  -2.98796  -6.33597  0.19775
C  3.28677  -1.52978  -2.34227
C  3.74078  -2.47832  -3.40115
O  3.82354  -2.17796  -4.56746
C  4.08453  -3.88762  -3.00732
H  2.26992  -1.73988  -2.01039
H  3.29292  -0.53572  -2.79843
H  3.95894  -1.46745  -1.48674
H  3.57853  -4.31374  -2.14178
H  5.14976  -4.01259  -2.80052
H  3.84354  -4.43992  -3.91774
C  0.48444  3.51634  -4.33886
C  0.03656  3.70354  -5.75667
O  0.64399  3.26971  -6.70706
C  -1.22793  4.49455  -5.96199
H  -0.17337  4.10633  -3.69679
H  1.50935  3.76353  -4.07815
H  0.18970  2.51081  -4.03351
H  -2.00778  4.22685  -5.24885
H  -1.59593  4.28026  -6.96513
H  -1.02914  5.56650  -5.90588
C  -3.72333  -1.40331  0.42207
C  -4.21186  -2.53114  1.33054
O  -4.76114  -3.48701  0.83736
C  -3.84608  -2.51650  2.78844
H  -2.87025  -1.79600  -0.12924
H  -3.51329  -0.48019  0.95580
H  -4.53266  -1.22870  -0.28876
H  -3.77974  -1.50513  3.18439
H  -2.92629  -3.08985  2.89928
H  -4.67808  -2.98651  3.31643
C  -3.81138  -0.39665  -4.04166
C  -2.90619  0.60646  -4.71576
O  -3.36494  1.45505  -5.44766
C  -1.42834  0.46053  -4.52515
H  -4.80891  0.01351  -3.88388
H  -3.42493  -0.61852  -3.04351
H  -3.91079  -1.29074  -4.65564
H  -1.14285  -0.55372  -4.81453
H  -1.10299  0.67370  -3.50715
H  -0.97850  1.14031  -5.24644
C  2.77370  1.10381  3.00812
C  3.60588  1.87104  2.00081
O  3.53623  1.55854  0.83208
C  4.47529  3.00090  2.44945
H  3.29436  0.16580  3.21748
H  1.75888  0.89325  2.68180
H  2.70649  1.60255  3.97922
H  5.11525  3.38660  1.66318
H  5.03766  2.65599  3.32078
H  3.82630  3.82117  2.77209
C  -2.44862  4.62607  4.17660
C  -1.95127  4.13969  2.85242
O  -1.05479  4.67345  2.24325
C  -2.62521  2.92398  2.26505
H  -2.28264  5.69503  4.27733
H  -1.84932  4.03590  4.87834
H  -3.49878  4.38921  4.33239
H  -2.71575  2.06500  2.93063
H  -2.05633  2.61026  1.38953
H  -3.62347  3.17685  1.89928
C  2.33021  -5.90409  3.88216
C  2.96415  -4.54871  3.99169
O  3.96822  -4.38860  4.65129
C  2.22807  -3.37335  3.40451
H  1.33274  -5.93634  4.32921
H  2.94986  -6.67532  4.33118
H  2.11977  -6.18718  2.84497
H  2.80516  -2.45068  3.39954
H  1.32759  -3.21010  4.00251
H  1.97799  -3.57177  2.36165

The largest force on an atom comes out at 2.5 eV/Å. For the energy above the lowest of the compared OMol25 structures with the same formula, charge and spin, the calculation gives 30.7 kcal per mole. The total energy is -2919.67744 Ha.